# 1
Entry from the Open Molecules 2025 dataset: a molecular structure, C25H28Br54ClF3O3S in a non-equilibrium geometry (ωB97M-V with the def2-TZVPD basis set).

Calculated values
E, hartree: -141349.41492

Positions of all 115 atoms, in Å:
Br -2.566 -5.345 6.521
Br -9.742 -9.099 1.988
Br 7.480 7.171 -0.964
Br 7.568 -1.599 0.094
Br 1.700 -5.155 -3.732
Br 8.273 -9.308 3.613
Br 7.041 -10.683 0.995
Br 6.695 6.251 3.230
Br 5.893 12.989 -2.972
Br 0.278 -6.668 -1.283
Br 3.152 7.200 -5.687
Br -7.641 8.039 1.851
Br -2.425 -3.396 3.303
Br -6.723 -7.018 1.238
Br -2.372 2.279 -4.018
Br -3.053 -2.180 6.484
Br 5.629 9.609 -1.876
Br -5.364 -6.775 -1.642
Br -1.510 -2.017 0.554
Br 4.837 -5.768 3.552
Br 3.450 -6.270 -1.322
Br 2.812 13.410 -2.219
Br -0.400 2.517 -8.788
Br -5.267 -0.088 1.081
Br 6.638 1.246 1.231
Br -7.261 -2.589 1.023
Br 4.479 -8.248 1.584
Br 3.633 11.197 -4.380
Br -4.461 8.051 2.172
Br -1.682 -3.560 9.024
Br -4.943 1.227 -5.677
Br 10.209 -10.583 1.413
Br 6.744 -6.088 0.996
Br -0.767 3.121 2.417
Br -3.969 -8.535 0.639
Br -5.360 3.215 -3.210
Br -6.564 -0.683 7.427
Br -9.543 0.454 7.686
Br -6.192 -1.463 3.821
Br 9.655 7.464 3.139
Br -7.489 1.799 5.634
Br 4.824 5.967 -3.257
Br -3.377 4.311 3.827
Br 9.143 4.526 4.325
Br -9.179 -6.294 3.445
Br -2.442 0.052 -8.960
Br -9.806 -8.908 5.178
Br 8.016 10.105 0.199
Br 1.842 7.008 -2.775
Br -1.398 1.060 -6.096
Br -2.712 1.198 4.072
Br -5.853 6.077 0.071
Br 5.083 -1.407 2.103
Br -3.524 -4.490 0.509
Cl -2.703 -1.034 -2.470
S -0.253 1.353 -3.595
F 2.950 3.393 -2.199
F 3.485 0.179 -0.802
F 4.225 1.652 -2.819
O -0.278 1.051 -1.962
O -0.694 -0.146 -4.324
O 1.088 1.615 -4.088
C 5.725 -7.002 2.362
C -0.128 -1.267 -3.606
C -2.588 2.773 2.967
C 1.455 1.491 -0.329
C 8.579 5.864 3.052
C -2.943 -3.773 7.577
C 1.863 -6.533 -2.383
C -5.641 -7.901 -0.096
C -7.695 0.881 7.321
C 4.066 12.916 -3.602
C 3.072 6.207 -4.031
C 2.768 1.316 -1.084
C 0.314 2.125 -1.200
C 3.290 2.130 -1.990
C -2.044 -3.657 1.427
C -0.973 0.850 -7.987
C 7.394 9.070 -1.310
C 8.526 -9.692 1.733
C -5.798 -1.733 1.948
C -6.022 6.989 1.765
C -4.189 2.686 -4.658
C -1.090 -1.887 -2.508
C 6.081 -0.525 0.706
C -1.223 -3.436 -2.587
C -10.126 -7.981 3.515
H -4.951 -2.409 1.895
H 1.559 1.997 0.654
H 2.689 5.222 -4.268
H 8.068 9.273 -2.133
H 3.975 13.652 -4.391
H -4.112 3.536 -5.328
H -3.161 2.578 2.067
H -0.468 2.515 -0.512
H -1.204 -4.339 1.365
H -0.714 -3.896 -3.456
H -3.919 -3.918 8.024
H -2.305 -3.677 -2.694
H -0.137 0.163 -8.060
H -0.616 -1.638 -1.521
H 0.869 -1.025 -3.175
H -6.097 6.226 2.531
H 8.565 -8.741 1.214
H -11.184 -7.750 3.478
H 8.724 5.439 2.066
H 6.428 -7.569 2.959
H -7.367 1.563 8.096
H 0.674 2.973 -1.815
H -0.887 -3.872 -1.622
H -6.190 -8.772 -0.431
H 0.055 -2.069 -4.356
H 1.968 -7.478 -2.903
H 5.409 -0.405 -0.135
H 1.095 0.461 -0.094

Atomic forces in eV per Å
-0.025 0.185 0.131
-0.089 0.082 0.193
0.046 0.106 0.065
-0.130 0.115 0.123
0.151 -0.233 0.068
0.083 -0.126 -0.129
0.372 -0.031 0.105
0.198 0.003 -0.024
-0.217 0.201 -0.133
0.128 0.004 -0.108
-0.002 -0.046 0.199
0.177 -0.095 -0.030
-0.011 0.063 -0.310
0.302 -0.104 -0.248
-4.538 2.658 1.757
-0.012 -0.154 0.168
0.221 -0.309 0.191
-0.005 -0.084 0.111
-0.321 -0.264 1.054
0.105 -0.063 -0.153
-0.188 -0.003 -0.124
0.155 -0.098 -0.124
-0.079 -0.145 0.065
-0.083 -0.158 0.045
-0.033 -0.146 -0.008
0.166 0.094 0.099
-0.068 0.185 0.201
0.009 0.176 0.097
-0.156 -0.112 -0.068
-0.115 -0.009 -0.187
0.041 0.153 0.216
-0.188 0.087 0.073
-0.077 -0.053 0.103
-0.147 0.000 0.104
-0.144 0.076 -0.082
0.101 -0.048 -0.071
-0.086 0.147 -0.069
0.204 0.021 -0.072
0.064 -0.004 -0.223
-0.133 -0.194 0.039
-0.020 -0.130 0.177
-0.188 0.110 -0.107
0.100 -0.112 -0.093
-0.016 0.157 -0.086
-0.179 -0.138 0.097
0.117 0.113 0.138
0.007 0.104 -0.190
-0.099 -0.147 -0.149
0.140 -0.048 -0.114
-0.782 0.624 -6.999
0.040 0.123 -0.099
0.027 0.100 0.155
0.130 0.070 -0.121
0.114 0.114 0.040
0.616 -0.568 -0.188
3.320 -1.202 -0.244
-0.005 -0.731 -0.280
-0.828 0.321 -0.451
-0.202 1.134 0.495
0.479 -0.424 -1.220
2.273 -0.931 5.300
-0.205 -0.360 1.080
-0.144 0.051 0.024
-0.389 -1.363 -0.117
-0.136 -0.083 0.000
-0.061 -0.324 -0.255
-0.044 -0.020 -0.072
0.009 -0.047 0.063
0.082 0.090 0.032
-0.019 0.053 0.078
-0.041 0.066 0.005
0.029 0.006 -0.022
0.043 -0.107 -0.006
-0.625 0.453 0.850
0.515 0.207 1.481
0.482 -1.034 -0.362
0.105 -0.057 0.116
0.291 -0.125 0.083
-0.079 0.099 -0.018
0.018 -0.052 -0.154
0.033 -0.028 0.071
-0.025 -0.022 0.026
-0.320 0.143 -0.016
1.231 0.438 0.318
-0.061 -0.047 -0.126
-1.099 0.463 0.097
-0.006 -0.011 0.004
-0.078 0.065 -0.004
0.049 -0.081 -0.681
0.019 0.092 0.007
-0.059 -0.039 0.083
0.005 -0.080 0.076
-0.030 -0.088 0.054
0.055 0.016 0.082
0.409 -0.328 -0.567
-0.071 0.071 -0.015
-0.112 0.426 0.664
0.090 0.027 -0.054
0.727 0.035 0.135
-0.077 0.092 -0.137
-0.577 -0.114 -1.370
-0.689 0.029 -0.151
0.022 0.066 -0.080
-0.025 -0.072 0.074
0.111 -0.003 0.002
-0.017 0.069 0.083
-0.073 0.054 -0.062
-0.022 -0.083 -0.069
-0.233 -0.608 0.113
-0.050 0.095 -0.813
0.063 0.085 0.023
-0.191 0.758 0.206
-0.020 0.101 0.036
0.147 -0.034 0.150
0.323 0.642 -0.072

# 2
Entry from the Open Molecules 2025 dataset: a molecular structure, C25H28Cl2N2O4Re in a non-equilibrium geometry (ωB97M-V with the def2-TZVPD basis set).

Calculated values
Total charge: -2
Spin multiplicity: 4
E, hartree: -2378.57395

Positions of all 62 atoms, in Å:
Re -1.326 -0.068 -1.429
Cl 0.466 1.201 -2.342
Cl -0.679 -2.058 -2.311
O -1.857 -1.046 0.139
O -0.046 0.645 1.594
O 2.087 -1.690 -1.780
O -1.796 -4.822 -2.061
N 2.667 -1.153 0.399
N 0.634 -0.529 -0.272
C -2.889 2.995 -0.781
C -3.422 -0.523 -1.990
C -3.536 0.493 -0.984
C -2.821 1.647 -1.422
C 2.251 -0.286 1.455
C -2.578 -0.531 -4.472
C 2.554 -2.727 4.997
C 3.304 1.653 0.317
C -4.328 0.420 0.278
C 1.808 -1.188 -0.703
C 4.840 2.366 2.532
C 5.006 3.051 1.327
C 3.576 -1.731 3.040
C 3.671 -2.553 4.168
C -1.965 2.445 -3.747
C 1.249 -1.280 3.559
C 0.819 0.020 0.935
C -4.083 -1.857 -1.973
C 3.908 1.324 2.635
C 3.158 0.946 1.507
C 4.241 2.687 0.212
C 1.344 -2.105 4.688
C -2.335 1.391 -2.749
C 2.350 -1.112 2.728
C -2.679 0.036 -3.094
H -3.878 1.049 1.053
H 5.437 2.644 3.400
H 4.464 -1.572 2.419
H -1.948 3.539 -0.903
H -3.504 -2.604 -2.524
H 0.457 -2.241 5.304
H 2.681 1.386 -0.540
H -1.313 2.046 -4.527
H -4.186 -2.212 -0.943
H -4.381 -0.609 0.644
H 3.795 0.816 3.595
H 4.353 3.195 -0.745
H 5.720 3.870 1.246
H -1.804 -5.587 -1.430
H -3.116 2.915 0.285
H 4.619 -3.047 4.391
H -3.683 3.603 -1.243
H 0.325 -0.752 3.325
H -1.462 3.289 -3.270
H -1.616 -0.273 -4.923
H -3.369 -0.109 -5.114
H -5.354 0.781 0.121
H -2.870 2.838 -4.245
H -1.398 -0.701 0.941
H 2.627 -3.364 5.878
H 3.583 -1.544 0.273
H -2.683 -1.617 -4.457
H -5.089 -1.797 -2.411

Atomic forces in eV per Å
-0.802 -2.497 0.922
2.013 1.790 -0.924
-0.299 -0.431 -0.711
0.290 -0.362 3.085
1.027 -0.299 -0.315
0.048 0.653 1.514
-0.306 -1.196 0.608
0.501 -0.681 -1.447
1.367 0.300 0.948
0.198 0.142 0.089
-0.633 0.632 -0.327
-0.158 0.474 -1.002
-0.693 0.050 -0.302
0.603 -0.467 0.322
0.146 -0.103 -0.133
-0.067 -0.048 -0.133
0.437 0.469 -0.185
0.229 -0.273 0.264
-0.211 0.206 -0.015
-0.274 0.000 -0.194
-0.104 -0.179 -0.144
-0.342 -0.288 0.460
-0.263 0.403 -0.232
-0.023 0.124 -0.064
0.172 -0.276 0.380
-0.936 -0.183 -0.086
0.091 -0.241 0.236
0.094 0.248 -0.348
0.079 0.191 0.376
-0.375 -0.272 0.302
0.296 0.201 -0.265
-1.344 0.413 -1.518
-0.183 0.238 0.332
-1.172 1.456 -0.476
-0.011 -0.199 -0.037
-0.148 -0.041 -0.147
-0.418 -0.066 0.149
-0.060 -0.062 0.098
0.069 -0.084 0.236
0.261 -0.053 -0.001
0.194 0.061 0.112
0.034 0.053 0.191
0.133 -0.096 -0.177
0.115 0.180 -0.015
-0.039 0.075 -0.395
0.002 -0.005 0.252
-0.079 -0.199 0.063
-0.005 0.892 -0.744
0.140 0.057 -0.094
-0.270 0.112 0.028
0.106 -0.124 0.030
0.217 -0.194 -0.018
0.081 -0.146 -0.060
-0.049 -0.154 0.075
0.067 -0.053 0.178
0.155 -0.036 -0.175
0.078 -0.110 0.130
-0.301 -0.500 -0.692
-0.010 0.076 -0.154
0.128 0.225 0.155
0.136 0.088 0.006
0.067 0.108 -0.010

# 3
Entry from the Open Molecules 2025 dataset: a molecular structure, C25H28ClN3RuSbSe4 in a non-equilibrium geometry (ωB97M-V with the def2-TZVPD basis set).

Calculated values
Total charge: +1
Spin multiplicity: 5
E, hartree: -11534.61194
ΔE to the lowest compared entry with this formula, charge and spin, eV: 0.000

Positions of all 63 atoms, in Å:
Sb -0.025 -4.769 0.091
Ru -0.084 -1.313 0.071
Se 1.301 -5.661 1.820
Se -1.569 -2.916 0.899
Se -1.259 -6.196 -1.503
Se 1.061 -2.923 -1.230
Cl 2.185 2.488 3.888
N 1.014 0.244 -0.951
N -1.472 0.345 0.019
N 0.726 -0.785 2.242
C 0.724 0.228 -3.789
C -3.259 0.740 1.670
C 1.052 2.647 -1.478
C 1.053 0.480 2.516
C 3.637 -0.249 0.365
C 3.463 -0.161 -1.126
C -4.598 0.601 2.022
C 4.573 -0.296 -1.955
C -5.078 -0.475 -0.067
C -1.799 2.671 -0.699
C 1.150 -1.754 3.059
C 2.237 0.072 -1.735
C -3.747 -0.358 -0.459
C -3.314 -0.855 -1.816
C 1.922 -1.478 4.177
C -1.012 1.423 -0.477
C -5.504 0.000 1.160
C 3.214 -0.047 -3.911
C 2.079 0.102 -3.122
C -2.283 1.349 2.645
C 1.807 0.825 3.614
C -2.872 0.259 0.426
C 0.440 1.379 -0.982
C 4.460 -0.228 -3.333
C 2.261 -0.168 4.465
H 3.111 -0.034 -4.991
H -1.607 0.589 3.042
H 0.740 -0.269 -4.758
H 0.695 1.250 1.843
H -2.281 -1.196 -1.836
H -6.542 -0.102 1.451
H -1.499 3.447 0.013
H 0.625 2.954 -2.436
H -1.668 2.138 2.203
H 2.864 0.086 5.329
H -4.928 0.968 2.987
H 2.873 -0.873 0.819
H -1.604 3.066 -1.698
H -3.415 -0.072 -2.574
H 2.252 -2.291 4.811
H 3.599 0.739 0.835
H 5.542 -0.471 -1.501
H 0.871 -2.769 2.804
H 2.126 2.542 -1.599
H 0.838 3.445 -0.764
H 4.604 -0.691 0.598
H -0.064 -0.240 -3.200
H 5.340 -0.333 -3.957
H -5.782 -0.952 -0.741
H -2.861 2.484 -0.575
H 0.440 1.269 -3.977
H -2.817 1.789 3.486
H -3.935 -1.693 -2.129

Atomic forces in eV per Å
0.159 0.345 0.235
0.151 0.316 0.157
-0.054 -0.200 -0.018
-0.443 -0.215 0.121
-0.083 -0.240 -0.103
0.319 -0.208 -0.194
-0.021 -0.073 -0.004
0.609 -0.377 -0.192
-0.619 -0.089 0.330
0.225 0.052 -0.284
0.108 0.025 0.007
-0.067 0.063 0.322
-0.078 0.071 -0.020
-0.164 -0.101 -0.155
0.033 0.098 -0.062
0.277 0.016 0.053
-0.032 0.006 -0.017
0.034 -0.056 0.058
-0.038 -0.063 -0.056
0.056 0.053 0.029
-0.002 0.102 0.018
-0.634 0.099 0.219
-0.172 -0.132 -0.229
-0.128 0.086 0.024
-0.022 -0.104 0.035
0.695 0.309 -0.396
0.017 0.035 0.059
0.027 -0.024 -0.007
-0.148 -0.081 -0.293
0.016 0.007 -0.056
0.092 0.181 0.089
0.728 -0.022 -0.287
-0.800 0.518 0.333
-0.049 0.033 -0.010
0.059 -0.064 0.118
0.002 -0.001 0.078
-0.017 -0.005 -0.016
0.046 0.012 0.018
0.028 -0.037 -0.026
0.131 -0.046 0.066
0.050 0.005 -0.013
0.014 -0.051 -0.017
0.013 -0.042 0.049
-0.053 -0.044 -0.024
-0.032 -0.025 -0.045
0.021 -0.026 -0.057
-0.117 -0.086 0.038
-0.046 -0.022 0.040
0.010 -0.002 0.040
-0.010 0.040 -0.027
-0.043 -0.026 -0.008
-0.050 0.022 -0.023
0.015 -0.028 -0.009
0.017 -0.007 -0.003
0.035 -0.009 -0.041
-0.011 0.043 0.010
-0.026 -0.023 0.009
-0.050 -0.017 0.035
0.042 0.030 0.045
-0.038 0.016 -0.005
0.052 -0.056 0.058
-0.004 -0.016 -0.012
-0.032 0.037 0.012